No. 1
{"formula": "C12H50B3ClN10NiO6", "method": "ωB97M-V with the def2-TZVPD basis set", "total_energy_ev": -96026.832, "homo_lumo_gap_ev": [9.1, 6.3], "spin_multiplicity": 4, "total_charge": -1, "lumo_ev": [2.120, -0.743], "s_squared": 3.76, "homo_energy_ev": [-7.02, -7.01], "species": ["Ni", "B", "H", "H", "H", "H", "B", "H", "H", "H", "H", "B", "H", "H", "H", "H", "Cl", "C", "C", "C", "O", "C", "N", "H", "H", "H", "H", "H", "H", "H", "H", "H", "H", "H", "C", "C", "C", "O", "C", "N", "H", "H", "H", "H", "H", "H", "H", "H", "H", "H", "H", "C", "O", "N", "N", "H", "H", "H", "H", "C", "O", "N", "N", "H", "H", "H", "H", "C", "O", "N", "N", "H", "H", "H", "H", "C", "O", "N", "N", "H", "H", "H", "H"], "positions_angstrom": [[-1.01, 2.02, 1.88], [-0.33, 0.06, 1.79], [-0.71, 0.39, 2.75], [-1.05, 0.37, 1.05], [0.53, 0.65, 1.54], [-0.13, -1.00, 1.73], [-2.99, 2.13, 1.24], [-2.36, 1.94, 0.38], [-2.74, 1.32, 1.91], [-2.58, 2.94, 1.82], [-4.01, 2.15, 0.89], [0.15, 3.11, 0.29], [-0.44, 3.84, -0.23], [1.16, 3.05, -0.09], [0.21, 3.29, 1.35], [-0.35, 2.17, 0.09], [-0.83, 2.85, 4.26], [-3.94, -1.73, -3.09], [-3.14, -0.85, -2.01], [-1.74, -0.89, -2.51], [-1.71, -0.12, -3.69], [-0.72, -0.46, -4.62], [-3.60, 0.55, -1.93], [-4.88, -2.08, -2.65], [-3.38, -2.56, -3.50], [-4.27, -1.10, -3.92], [-3.16, -1.34, -1.04], [-1.66, -1.98, -2.59], [-1.05, -0.61, -1.72], [-0.79, -1.51, -4.89], [0.32, -0.41, -4.30], [-0.76, 0.24, -5.45], [-3.15, 0.81, -1.06], [-4.57, 0.54, -1.65], [2.87, 3.74, -5.68], [2.07, 3.06, -4.52], [2.92, 2.03, -3.78], [2.20, 1.47, -2.69], [2.85, 0.60, -1.74], [1.79, 4.32, -3.78], [3.71, 4.43, -5.57], [2.15, 4.20, -6.36], [3.36, 3.00, -6.31], [1.12, 2.59, -4.78], [3.83, 2.39, -3.32], [3.24, 1.20, -4.41], [2.18, 0.36, -0.91], [3.74, 1.14, -1.44], [3.16, -0.40, -2.05], [2.65, 4.83, -3.94], [1.09, 4.82, -4.31], [-0.76, -4.41, 0.19], [-1.41, -4.83, 1.13], [-0.22, -5.10, -0.75], [-0.04, -3.29, 0.22], [0.47, -4.66, -1.35], [-0.11, -6.08, -0.50], [0.00, -2.63, 0.97], [0.33, -2.93, -0.64], [1.90, -0.24, 6.00], [2.75, -0.33, 5.15], [2.22, -0.66, 7.13], [0.76, 0.33, 5.92], [1.43, -0.75, 7.75], [2.99, -1.32, 7.23], [0.44, 0.83, 5.10], [0.18, 0.53, 6.72], [-2.74, -2.14, 4.05], [-3.59, -2.82, 4.69], [-1.98, -2.50, 3.03], [-2.39, -0.95, 4.46], [-1.34, -1.81, 2.67], [-2.33, -3.26, 2.46], [-3.01, -0.64, 5.20], [-1.46, -0.60, 4.28], [3.32, -1.54, 1.69], [4.50, -1.75, 1.88], [2.77, -1.83, 0.55], [2.52, -0.85, 2.45], [3.41, -2.36, -0.02], [1.92, -1.33, 0.31], [1.55, -0.79, 2.17], [2.71, -0.86, 3.44]]}

No. 2
{"formula": "C12H54N24O15", "method": "ωB97M-V with the def2-TZVPD basis set", "total_energy_ev": -79803.307, "homo_lumo_gap_ev": 8.8, "total_charge": 0, "lumo_ev": -0.046, "relative_energy_kcal_mol": 151.0, "homo_energy_ev": -8.87, "species": ["O", "H", "H", "O", "H", "H", "O", "H", "H", "C", "O", "N", "N", "H", "H", "H", "H", "C", "O", "N", "N", "H", "H", "H", "H", "C", "O", "N", "N", "H", "H", "H", "H", "C", "O", "N", "N", "H", "H", "H", "H", "C", "O", "N", "N", "H", "H", "H", "H", "C", "O", "N", "N", "H", "H", "H", "H", "C", "O", "N", "N", "H", "H", "H", "H", "C", "O", "N", "N", "H", "H", "H", "H", "C", "O", "N", "N", "H", "H", "H", "H", "C", "O", "N", "N", "H", "H", "H", "H", "C", "O", "N", "N", "H", "H", "H", "H", "C", "O", "N", "N", "H", "H", "H", "H"], "positions_angstrom": [[4.55, -0.84, 1.55], [4.19, -1.65, 1.21], [3.82, -0.21, 1.49], [4.11, -3.15, -0.08], [3.35, -3.71, 0.03], [4.46, -3.38, -0.94], [2.16, 0.27, -3.27], [2.66, -0.54, -3.30], [1.46, 0.10, -2.64], [0.14, 0.99, 3.75], [0.52, -0.19, 3.91], [0.68, 1.84, 2.94], [-0.86, 1.55, 4.38], [0.41, 2.81, 3.05], [1.59, 1.68, 2.55], [-0.98, 2.54, 4.18], [-1.46, 1.03, 5.01], [3.24, 3.52, 0.27], [3.16, 3.37, 1.49], [3.25, 2.52, -0.59], [3.44, 4.67, -0.39], [3.33, 2.82, -1.55], [3.08, 1.60, -0.21], [3.32, 5.49, 0.20], [3.50, 4.72, -1.40], [0.98, -0.03, 0.08], [1.78, 0.57, 0.71], [0.69, -1.28, 0.22], [0.06, 0.60, -0.60], [-0.09, -1.61, -0.33], [1.33, -1.88, 0.73], [0.25, 1.59, -0.67], [-0.81, 0.17, -0.85], [2.64, -3.07, 2.82], [1.77, -3.06, 1.95], [3.82, -3.76, 2.65], [2.43, -2.58, 4.05], [4.44, -3.39, 3.36], [4.11, -4.10, 1.74], [1.59, -2.02, 4.15], [3.01, -2.73, 4.86], [0.67, 3.77, -2.27], [-0.11, 3.08, -1.66], [0.62, 5.09, -2.27], [1.53, 3.32, -3.09], [1.39, 5.66, -2.58], [-0.17, 5.45, -1.77], [2.04, 3.96, -3.67], [1.57, 2.31, -3.16], [-0.47, 5.17, 1.91], [-0.68, 4.86, 3.06], [-0.04, 4.38, 0.96], [-0.54, 6.39, 1.57], [0.27, 3.45, 1.19], [-0.38, 4.62, 0.04], [-0.23, 6.61, 0.63], [-0.98, 7.12, 2.11], [-3.17, 1.38, -2.69], [-2.62, 0.88, -3.59], [-4.29, 1.11, -2.14], [-2.67, 2.29, -1.90], [-4.85, 0.43, -2.65], [-4.79, 1.87, -1.72], [-3.21, 2.75, -1.18], [-1.70, 2.58, -1.96], [-0.32, -1.69, -4.84], [0.34, -2.46, -5.47], [-0.58, -1.77, -3.54], [-0.98, -0.77, -5.45], [-1.30, -1.13, -3.25], [0.11, -2.30, -3.01], [-0.76, -0.71, -6.43], [-1.37, 0.03, -4.96], [-2.57, -2.05, -1.21], [-2.02, -1.00, -0.97], [-2.50, -3.11, -0.52], [-3.24, -2.24, -2.24], [-2.78, -4.01, -0.88], [-2.08, -3.03, 0.40], [-3.30, -1.40, -2.79], [-3.59, -3.19, -2.26], [-3.37, 1.42, 1.96], [-3.16, 2.61, 1.93], [-3.49, 0.54, 0.97], [-3.68, 0.68, 3.02], [-3.45, 0.96, 0.05], [-3.19, -0.42, 1.07], [-4.06, -0.24, 2.87], [-3.57, 1.01, 3.96], [0.57, -4.53, -1.47], [1.52, -4.12, -2.09], [0.34, -4.42, -0.22], [-0.20, -5.40, -1.97], [0.86, -3.85, 0.42], [-0.52, -4.87, 0.09], [-1.01, -5.73, -1.47], [-0.08, -5.56, -2.96], [-1.57, -3.58, 2.58], [-2.65, -4.10, 2.29], [-1.35, -2.30, 2.82], [-0.52, -4.32, 2.68], [-0.50, -2.04, 3.30], [-2.01, -1.59, 2.56], [-0.67, -5.32, 2.64], [0.37, -3.83, 2.73]]}

No. 3
{"formula": "C12H5BCl24F9O4S", "method": "ωB97M-V with the def2-TZVPD basis set", "total_energy_ev": -357223.845, "homo_lumo_gap_ev": 7.4, "total_charge": -1, "lumo_ev": 1.722, "homo_energy_ev": -5.67, "species": ["O", "S", "O", "B", "O", "C", "C", "O", "C", "F", "F", "C", "F", "F", "C", "F", "F", "C", "F", "F", "F", "H", "H", "H", "H", "H", "C", "Cl", "Cl", "Cl", "Cl", "C", "Cl", "Cl", "Cl", "Cl", "C", "Cl", "Cl", "Cl", "Cl", "C", "Cl", "Cl", "Cl", "Cl", "C", "Cl", "Cl", "Cl", "Cl", "C", "Cl", "Cl", "Cl", "Cl"], "positions_angstrom": [[1.23, 0.35, -0.83], [0.08, 0.19, 0.05], [0.34, 0.34, 1.47], [-1.48, 1.35, -0.44], [-2.61, 0.97, 0.35], [-3.73, 1.30, -0.46], [-3.25, 0.98, -1.86], [-1.86, 1.26, -1.85], [-0.31, -1.65, -0.04], [-1.41, -1.83, 0.70], [0.68, -2.36, 0.53], [-0.63, -2.32, -1.40], [-1.69, -1.73, -1.94], [-0.99, -3.59, -1.11], [0.52, -2.41, -2.47], [0.54, -3.66, -2.96], [1.70, -2.18, -1.91], [0.35, -1.50, -3.71], [1.45, -1.63, -4.48], [-0.71, -1.92, -4.43], [0.19, -0.21, -3.39], [-0.93, 2.43, -0.20], [-4.59, 0.70, -0.15], [-3.95, 2.38, -0.36], [-3.43, -0.08, -2.09], [-3.75, 1.59, -2.63], [2.10, 4.77, 0.93], [0.63, 5.75, 1.04], [1.71, 3.08, 0.94], [2.97, 5.20, -0.56], [3.14, 5.18, 2.32], [0.33, 7.26, 4.97], [-0.49, 8.26, 6.18], [0.50, 8.17, 3.47], [1.93, 6.82, 5.58], [-0.61, 5.80, 4.67], [7.57, 5.94, -0.46], [7.37, 5.61, -2.19], [6.20, 5.30, 0.43], [9.07, 5.19, 0.10], [7.68, 7.69, -0.22], [-4.38, -4.88, -3.02], [-5.17, -5.75, -4.34], [-2.72, -4.52, -3.46], [-5.25, -3.37, -2.71], [-4.42, -5.88, -1.56], [-0.85, -8.10, -0.32], [-0.92, -8.86, -1.92], [-2.07, -8.85, 0.73], [0.75, -8.36, 0.38], [-1.17, -6.39, -0.47], [0.86, -2.36, 5.01], [1.71, -0.91, 5.58], [0.84, -2.38, 3.26], [1.70, -3.80, 5.63], [-0.79, -2.35, 5.63]]}

No. 4
{"formula": "C12H5BrN5O6S", "method": "ωB97M-V with the def2-TZVPD basis set", "total_energy_ev": -113126.570, "homo_lumo_gap_ev": 3.4, "total_charge": -1, "lumo_ev": 0.054, "relative_energy_kcal_mol": 41.0, "homo_energy_ev": -3.34, "species": ["Br", "C", "C", "C", "C", "S", "C", "C", "H", "H", "H", "H", "O", "N", "C", "C", "N", "O", "C", "N", "O", "O", "C", "C", "N", "O", "O", "N", "C", "H"], "positions_angstrom": [[1.57, -0.05, 3.39], [0.29, 0.05, 1.99], [-0.31, -1.11, 1.48], [-1.40, -1.00, 0.63], [-2.05, 0.27, 0.54], [-3.73, 0.45, 0.58], [-1.15, 1.38, 0.58], [-0.05, 1.30, 1.43], [0.10, -2.08, 1.77], [-1.84, -1.85, 0.12], [-1.42, 2.30, 0.08], [0.54, 2.17, 1.68], [0.38, -0.95, 8.51], [-0.37, -0.29, 7.80], [-1.39, -0.55, 6.90], [-1.93, 0.70, 6.53], [-1.26, 1.73, 7.14], [-0.31, 1.13, 7.89], [-3.09, 0.78, 5.65], [-3.89, 1.99, 5.50], [-5.03, 1.87, 4.98], [-3.44, 3.09, 5.89], [-3.56, -0.40, 5.04], [-3.05, -1.64, 5.49], [-3.77, -2.83, 5.64], [-4.80, -3.21, 5.12], [-3.08, -3.65, 6.55], [-1.95, -3.00, 7.01], [-1.97, -1.77, 6.42], [-4.38, -0.37, 4.33]]}

No. 5
{"formula": "C12H5Cl5NO3PtS", "method": "ωB97M-V with the def2-TZVPD basis set", "total_energy_ev": -96850.709, "homo_lumo_gap_ev": 7.0, "total_charge": -1, "lumo_ev": 2.266, "relative_energy_kcal_mol": 14.4, "homo_energy_ev": -4.71, "species": ["Pt", "Cl", "C", "C", "C", "Cl", "C", "Cl", "C", "Cl", "C", "Cl", "S", "C", "C", "C", "C", "C", "C", "H", "H", "H", "H", "H", "O", "N", "O", "O"], "positions_angstrom": [[-0.19, 0.33, -0.61], [-0.96, 1.49, -3.19], [-1.26, -0.22, -3.15], [-0.69, -0.92, -2.10], [-0.91, -2.30, -2.09], [-0.17, -3.27, -0.86], [-1.71, -2.93, -3.04], [-2.00, -4.63, -2.96], [-2.31, -2.18, -4.05], [-3.35, -2.93, -5.20], [-2.06, -0.81, -4.12], [-2.77, 0.14, -5.37], [-0.82, -0.81, 1.29], [0.39, -0.03, 2.32], [0.00, 0.48, 3.56], [0.93, 1.08, 4.40], [2.26, 1.17, 4.03], [2.66, 0.67, 2.80], [1.74, 0.06, 1.96], [-1.04, 0.43, 3.84], [0.60, 1.48, 5.36], [2.98, 1.64, 4.69], [3.69, 0.74, 2.49], [2.06, -0.35, 1.01], [1.03, 4.11, -0.07], [0.74, 2.95, -0.26], [1.48, 2.17, -0.93], [-0.33, 2.44, 0.23]]}

No. 6
{"formula": "C12H6Br2NO5Pt", "method": "ωB97M-V with the def2-TZVPD basis set", "total_energy_ev": -167604.994, "homo_lumo_gap_ev": 7.2, "total_charge": -1, "lumo_ev": 2.072, "relative_energy_kcal_mol": 0.0, "homo_energy_ev": -5.10, "species": ["Pt", "O", "C", "O", "C", "O", "O", "C", "C", "C", "C", "C", "C", "Br", "C", "C", "Br", "C", "O", "C", "N", "H", "H", "H", "H", "H", "H"], "positions_angstrom": [[-0.24, 1.27, -1.36], [-2.98, 1.61, -4.22], [-2.06, 1.71, -3.43], [-1.68, 0.74, -2.64], [-1.18, 2.99, -3.35], [-1.39, 3.94, -4.07], [-0.24, 2.93, -2.45], [-1.53, -1.85, -1.43], [-0.73, -1.52, -0.22], [-0.60, -2.48, 0.82], [0.16, -2.23, 1.92], [0.87, -1.02, 2.02], [1.74, -0.65, 3.07], [2.02, -1.84, 4.53], [2.40, 0.55, 3.05], [2.22, 1.44, 1.99], [3.16, 3.08, 2.00], [1.37, 1.17, 0.92], [1.18, 1.96, -0.07], [0.69, -0.10, 0.97], [-0.12, -0.35, -0.11], [-1.63, -2.93, -1.52], [-1.08, -1.43, -2.32], [-2.53, -1.41, -1.37], [-1.13, -3.41, 0.71], [0.24, -2.97, 2.71], [3.06, 0.81, 3.86]]}

No. 7
{"formula": "C12H6F9N2O4PtS8", "method": "ωB97M-V with the def2-TZVPD basis set", "total_energy_ev": -138099.345, "homo_lumo_gap_ev": 6.2, "total_charge": -1, "lumo_ev": 1.148, "relative_energy_kcal_mol": 55.2, "homo_energy_ev": -5.09, "species": ["Pt", "F", "C", "F", "F", "C", "C", "C", "C", "N", "C", "S", "H", "H", "H", "F", "C", "F", "F", "S", "O", "O", "N", "S", "O", "O", "C", "F", "F", "F", "C", "S", "C", "C", "S", "S", "C", "S", "S", "H", "H", "H"], "positions_angstrom": [[-0.33, 0.12, 0.10], [3.09, -3.64, 1.87], [3.41, -3.53, 0.57], [4.68, -3.97, 0.44], [2.63, -4.39, -0.10], [3.27, -2.12, 0.07], [4.36, -1.44, -0.45], [4.20, -0.15, -0.94], [2.93, 0.40, -0.93], [1.89, -0.26, -0.42], [2.03, -1.47, 0.11], [0.56, -2.01, 0.84], [5.33, -1.92, -0.46], [5.04, 0.41, -1.32], [2.73, 1.38, -1.32], [3.03, 2.12, 2.50], [1.74, 1.91, 2.77], [1.49, 2.30, 4.02], [1.50, 0.61, 2.67], [0.74, 2.90, 1.56], [1.36, 2.68, 0.28], [0.77, 4.23, 2.09], [-0.69, 2.16, 1.78], [-1.84, 2.41, 0.71], [-3.04, 1.74, 1.09], [-1.40, 2.34, -0.67], [-2.25, 4.20, 1.01], [-3.52, 4.42, 0.65], [-2.13, 4.51, 2.29], [-1.47, 5.00, 0.29], [-5.79, -0.07, 0.62], [-5.58, -1.01, -0.91], [-4.41, -2.21, -0.39], [-3.06, -2.08, -0.42], [-2.25, -0.65, -1.01], [-2.20, -3.54, 0.03], [-3.56, -4.55, 0.39], [-3.41, -6.10, 0.92], [-5.06, -3.75, 0.12], [-6.58, 0.65, 0.42], [-4.87, 0.45, 0.87], [-6.09, -0.74, 1.42]]}

No. 8
{"formula": "C12H78N3O29", "method": "ωB97M-V with the def2-TZVPD basis set", "total_energy_ev": -77547.306, "homo_lumo_gap_ev": 7.8, "total_charge": 1, "lumo_ev": -2.984, "homo_energy_ev": -10.74, "species": ["C", "O", "C", "C", "C", "C", "C", "C", "N", "C", "O", "C", "N", "C", "C", "C", "N", "H", "H", "H", "H", "H", "H", "H", "H", "H", "H", "H", "H", "H", "H", "H", "H", "H", "H", "H", "H", "H", "H", "H", "H", "O", "H", "H", "O", "H", "H", "O", "H", "H", "O", "H", "H", "O", "H", "H", "O", "H", "H", "O", "H", "H", "O", "H", "H", "O", "H", "H", "O", "H", "H", "O", "H", "H", "O", "H", "H", "O", "H", "H", "O", "H", "H", "O", "H", "H", "O", "H", "H", "O", "H", "H", "O", "H", "H", "O", "H", "H", "O", "H", "H", "O", "H", "H", "O", "H", "H", "O", "H", "H", "O", "H", "H", "O", "H", "H", "O", "H", "H", "O", "H", "H"], "positions_angstrom": [[-4.03, -0.83, 1.94], [-2.98, -1.77, 2.35], [-2.79, -2.75, 1.29], [-1.91, -2.13, 0.06], [-0.44, -2.78, -0.06], [0.68, -1.63, -0.28], [1.20, -1.53, -1.82], [2.63, -0.81, -1.81], [3.69, -1.12, -0.85], [4.86, -0.29, -1.18], [6.15, -0.27, -0.56], [4.46, 0.57, -2.41], [3.09, 0.20, -2.73], [2.44, 0.85, -3.91], [1.06, 1.61, -3.60], [0.48, 2.10, -5.05], [-0.28, 3.37, -4.96], [-3.54, 0.21, 1.99], [-4.95, -0.90, 2.64], [-4.36, -1.03, 0.86], [-3.80, -3.13, 0.89], [-2.22, -3.65, 1.71], [-2.44, -2.30, -0.97], [-1.83, -1.00, 0.29], [-0.21, -3.29, 0.96], [-0.36, -3.62, -0.84], [1.54, -1.89, 0.45], [0.27, -0.61, 0.07], [1.40, -2.62, -2.15], [0.42, -1.05, -2.51], [3.62, -1.81, -0.08], [6.14, 0.37, 0.20], [5.05, 1.34, -3.01], [3.19, 1.66, -4.27], [2.30, 0.15, -4.81], [0.25, 0.94, -3.13], [1.20, 2.56, -2.95], [1.42, 2.31, -5.70], [-0.10, 1.26, -5.57], [0.31, 4.18, -4.73], [-1.11, 3.29, -4.33], [2.33, 4.01, -1.63], [2.76, 3.23, -1.26], [2.81, 4.76, -1.23], [-2.77, 1.10, 4.21], [-3.04, 0.21, 3.92], [-2.36, 0.95, 5.07], [-2.32, -2.58, -3.19], [-3.18, -2.57, -3.63], [-1.68, -2.66, -3.91], [-2.73, -4.46, -5.05], [-2.99, -5.34, -5.34], [-2.32, -4.60, -4.19], [3.25, 6.37, -0.31], [2.66, 6.95, 0.19], [4.05, 6.33, 0.23], [1.65, -5.09, -0.38], [2.05, -4.21, -0.39], [2.41, -5.69, -0.32], [-3.51, 0.90, 7.22], [-4.39, 0.69, 7.54], [-3.56, 1.83, 6.96], [-1.45, 4.26, -2.75], [-2.02, 4.84, -2.23], [-0.64, 4.19, -2.23], [3.86, 3.12, 0.60], [3.72, 3.75, 1.32], [3.38, 2.33, 0.88], [8.13, 2.22, -1.86], [8.01, 2.85, -1.14], [7.63, 1.44, -1.58], [-0.87, -7.31, -0.76], [-0.46, -8.10, -0.39], [-0.38, -6.58, -0.35], [1.54, -9.18, -1.49], [0.69, -9.17, -1.93], [2.18, -9.26, -2.21], [-1.02, 6.43, -1.12], [-0.79, 6.89, -1.94], [-0.41, 6.80, -0.47], [-0.10, -8.06, 2.00], [-0.81, -7.90, 2.63], [0.64, -8.34, 2.55], [-2.29, 3.50, 6.23], [-2.56, 3.05, 5.41], [-1.41, 3.84, 6.03], [1.18, -7.45, 4.63], [1.89, -7.72, 5.23], [0.88, -6.60, 4.98], [-1.47, 3.08, -0.03], [-2.34, 2.86, 0.31], [-1.53, 4.01, -0.27], [-5.79, 1.67, 2.89], [-6.36, 2.27, 3.40], [-4.99, 1.61, 3.44], [0.66, 8.10, 1.17], [-0.22, 7.89, 1.51], [0.61, 9.04, 0.94], [-2.48, 8.70, 1.15], [-3.14, 9.33, 1.46], [-3.01, 8.00, 0.74], [1.32, -0.36, 3.02], [0.46, -0.35, 2.57], [1.95, -0.44, 2.30], [6.63, 3.80, 1.95], [5.77, 3.80, 1.50], [7.27, 3.73, 1.23], [-0.07, -3.95, -7.04], [-0.96, -4.16, -6.72], [-0.13, -3.02, -7.29], [3.88, -5.86, 1.44], [3.17, -5.71, 2.07], [4.62, -6.15, 1.99], [-0.31, 4.75, 2.57], [-0.58, 4.31, 1.75], [0.57, 5.10, 2.36], [-6.64, -2.04, -0.20], [-6.76, -1.41, 0.53], [-7.14, -2.82, 0.09], [-7.42, -1.39, 4.40], [-7.02, -0.52, 4.38], [-6.67, -2.00, 4.45]]}

How do the records compare in max |F|? In the order shown, they have 0.169; 0.147; 0.017; 0.061; 0.029; 0.007; 0.055; 0.100 hartree/bohr.